No. 1
C11H15N | the ωB97M-V functional and the def2-TZVPD basis

Each atom is followed by the atoms it is bonded to, with distances in Å.
Atoms and positions in Å:
1 C 2.644 2.352 0.335  C2 1.547, H3 1.107, H4 1.074, H5 1.084
2 C 2.133 0.977 0.828  C1 1.547, H6 1.078, H7 1.107, H8 1.095
3 H 3.605 2.199 -0.192  C1 1.107
4 H 1.995 2.872 -0.346  C1 1.074
5 H 2.898 2.945 1.207  C1 1.084
6 H 1.792 1.134 1.839  C2 1.078
7 H 3.041 0.348 0.776  C2 1.107
8 H 1.576 0.216 0.271  C2 1.095
9 C -0.631 0.354 -2.747  C12 1.474, H24 1.099, H25 1.095, H27 1.101
10 C -1.493 -0.418 0.823  C11 1.430, C14 1.373, N18 1.409
11 C -0.900 -0.779 -0.427  C10 1.430, C12 1.420, C16 1.378
12 C -0.966 0.329 -1.311  C9 1.474, C11 1.420, C13 1.361
13 C -1.538 1.324 -0.578  C12 1.361, N18 1.388, H21 1.083
14 C -1.804 -1.367 1.766  C10 1.373, C15 1.380, H20 1.088
15 C -1.382 -2.665 1.558  C14 1.380, C17 1.427, H22 1.077
16 C -0.222 -1.977 -0.481  C11 1.378, C17 1.422, H23 1.083
17 C -0.426 -2.948 0.538  C15 1.427, C16 1.422, H26 1.082
18 N -1.675 0.978 0.759  C10 1.409, C13 1.388, H19 1.004
19 H -2.174 1.562 1.405  N18 1.004
20 H -2.336 -1.184 2.697  C14 1.088
21 H -1.820 2.299 -0.955  C13 1.083
22 H -1.545 -3.482 2.240  C15 1.077
23 H 0.628 -2.330 -1.052  C16 1.083
24 H 0.046 1.155 -3.078  C9 1.099
25 H -1.594 0.440 -3.262  C9 1.095
26 H 0.031 -3.913 0.370  C17 1.082
27 H 0.118 -0.418 -2.980  C9 1.101

E_HOMO	-7.74	eV
Kohn-Sham gap	8.66	eV
electronic energy	-482.8463	Eh
net charge	0
energy above the lowest of the compared OMol25 structures with the same formula, charge and spin	180.74	kJ/mol

In the Löwdin picture, each atom carries the following charge in e: -0.157, -0.154, 0.063, 0.043, 0.057, 0.055, 0.063, 0.048, -0.047, -0.195, -0.177, -0.261, -0.066, -0.046, -0.100, -0.043, -0.081, 0.090, 0.142, 0.109, 0.124, 0.090, 0.105, 0.076, 0.089, 0.089, 0.082



No. 2
C5H9BO2S | the ωB97M-V functional and the def2-TZVPD basis

Each atom is followed by the atoms it is bonded to, with distances in Å.
Atoms and positions in Å:
1 B -1.007 0.342 1.038  C5 1.593, O7 1.356, O8 1.358
2 C 1.072 1.012 -0.334  C3 1.333, C5 1.553, H10 1.085
3 C 1.428 1.121 -1.614  C2 1.333, S9 1.780, H11 1.024
4 C -0.554 -0.504 -1.447  C5 1.569, S9 1.873, H12 1.192, H13 1.080
5 C 0.058 -0.129 -0.051  B1 1.593, C2 1.553, C4 1.569, C6 1.537
6 C 0.910 -1.202 0.645  C5 1.537, H14 1.085, H15 1.183, H16 1.102
7 O -0.782 0.586 2.352  B1 1.356, H17 0.972
8 O -2.247 0.274 0.488  B1 1.358, H18 0.970
9 S 0.686 -0.018 -2.763  C3 1.780, C4 1.873
10 H 1.611 1.399 0.525  C2 1.085
11 H 2.134 1.517 -2.240  C3 1.024
12 H -1.036 -1.591 -1.530  C4 1.192
13 H -1.411 0.116 -1.665  C4 1.080
14 H 0.496 -1.368 1.635  C6 1.085
15 H 2.047 -0.923 0.819  C6 1.183
16 H 0.948 -2.157 0.097  C6 1.102
17 H -1.439 0.761 3.047  O7 0.972
18 H -2.912 0.762 0.997  O8 0.970

E_HOMO	-7.75	eV
Kohn-Sham gap	7.89	eV
electronic energy	-769.4807	Eh
net charge	0
energy above the lowest of the compared OMol25 structures with the same formula, charge and spin	3.83	kJ/mol

In the Löwdin picture, each atom carries the following charge in e: -0.677, -0.125, -0.400, -0.380, -0.413, -0.044, 0.193, 0.166, 0.849, 0.116, 0.011, 0.136, 0.049, 0.061, 0.128, 0.086, 0.125, 0.118



No. 3
C22H44Cl10O9 | the ωB97M-V functional and the def2-TZVPD basis

Each atom is followed by the atoms it is bonded to, with distances in Å.
Atoms and positions in Å:
1 Cl 8.841 18.130 10.163  C2 1.735
2 C 7.943 18.662 11.549  Cl1 1.735, C3 1.520, H5 1.093, H6 1.082
3 C 8.892 19.162 12.627  C2 1.520, Cl4 1.757, H7 1.093, H8 1.080
4 Cl 9.978 17.912 13.212  C3 1.757
5 H 7.286 17.916 12.004  C2 1.093
6 H 7.279 19.471 11.273  C2 1.082
7 H 8.340 19.589 13.469  C3 1.093
8 H 9.487 19.980 12.251  C3 1.080
9 Cl 12.725 11.344 14.323  C10 1.791
10 C 11.146 12.184 14.228  Cl9 1.791, C11 1.523, H13 1.085, H14 1.069
11 C 10.261 11.656 15.350  C10 1.523, Cl12 1.788, H15 1.083, H16 1.078
12 Cl 8.623 12.364 15.234  C11 1.788
13 H 10.660 11.957 13.285  C10 1.085
14 H 11.307 13.228 14.390  C10 1.069
15 H 10.730 11.967 16.275  C11 1.083
16 H 10.222 10.582 15.260  C11 1.078
17 Cl 15.689 18.197 12.675  C18 1.784
18 C 14.700 19.594 12.173  Cl17 1.784, C19 1.532, H21 1.082, H22 1.091
19 C 13.296 19.034 11.923  C18 1.532, Cl20 1.803, H23 1.082, H24 1.083
20 Cl 12.158 20.364 11.490  C19 1.803
21 H 15.103 20.034 11.270  C18 1.082
22 H 14.733 20.376 12.933  C18 1.091
23 H 12.895 18.534 12.795  C19 1.082
24 H 13.346 18.347 11.087  C19 1.083
25 Cl 21.692 12.671 16.214  C26 1.807
26 C 19.887 12.689 16.292  Cl25 1.807, C27 1.517, H29 1.085, H30 1.090
27 C 19.488 14.022 16.896  C26 1.517, Cl28 1.778, H31 1.082, H32 1.076
28 Cl 17.726 14.172 17.081  C27 1.778
29 H 19.551 11.840 16.877  C26 1.085
30 H 19.439 12.459 15.325  C26 1.090
31 H 19.815 14.853 16.286  C27 1.082
32 H 19.815 14.131 17.915  C27 1.076
33 Cl 14.710 6.806 13.303  C34 1.749
34 C 14.093 8.429 13.095  Cl33 1.749, C35 1.507, H37 1.083, H38 1.092
35 C 13.608 8.770 11.709  C34 1.507, Cl36 1.747, H39 1.097, H40 1.080
36 Cl 14.893 8.948 10.540  C35 1.747
37 H 14.828 9.169 13.388  C34 1.083
38 H 13.208 8.514 13.729  C34 1.092
39 H 13.087 9.735 11.734  C35 1.097
40 H 12.932 7.982 11.414  C35 1.080
41 C 15.918 12.874 13.813  C42 1.505, H48 1.104, H49 1.092, H50 1.081
42 C 15.362 12.791 12.418  C41 1.505, O43 1.418, H51 1.092, H52 1.091
43 O 14.517 13.916 12.249  C42 1.418, C44 1.340
44 C 13.346 13.756 11.618  O43 1.340, O45 1.184, O46 1.349
45 O 12.903 12.821 11.043  C44 1.184
46 O 12.751 14.964 11.692  C44 1.349, C47 1.411
47 C 11.398 15.078 11.307  O46 1.411, H53 1.091, H54 1.086, H55 1.081
48 H 16.391 13.860 13.960  C41 1.104
49 H 16.700 12.127 13.959  C41 1.092
50 H 15.121 12.873 14.543  C41 1.081
51 H 14.735 11.902 12.319  C42 1.092
52 H 16.154 12.828 11.668  C42 1.091
53 H 10.741 14.832 12.143  C47 1.091
54 H 11.196 14.391 10.491  C47 1.086
55 H 11.293 16.125 11.061  C47 1.081
56 C 10.277 15.342 7.954  C57 1.539, H63 1.091, H64 1.094, H65 1.090
57 C 11.219 14.175 7.610  C56 1.539, O58 1.378, H66 1.087, H67 1.093
58 O 12.119 14.480 6.613  C57 1.378, C59 1.370
59 C 13.187 15.273 6.937  O58 1.370, O60 1.169, O61 1.355
60 O 13.834 15.750 6.089  C59 1.169
61 O 13.386 15.395 8.272  C59 1.355, C62 1.440
62 C 14.609 16.065 8.634  O61 1.440, H68 1.075, H69 1.094, H70 1.089
63 H 9.372 14.953 8.421  C56 1.091
64 H 9.906 15.744 7.006  C56 1.094
65 H 10.670 16.183 8.526  C56 1.090
66 H 10.628 13.324 7.280  C57 1.087
67 H 11.645 13.768 8.531  C57 1.093
68 H 14.807 16.923 8.017  C62 1.075
69 H 15.453 15.369 8.622  C62 1.094
70 H 14.454 16.347 9.675  C62 1.089
71 C 13.391 16.101 14.609  C72 1.538, H78 1.072, H79 1.097, H80 1.096
72 C 13.011 17.221 15.594  C71 1.538, O73 1.423, H81 1.088, H82 1.080
73 O 14.009 18.234 15.649  C72 1.423, C74 1.323
74 C 15.050 17.932 16.409  O73 1.323, O75 1.185, O76 1.365
75 O 15.213 17.080 17.217  C74 1.185
76 O 15.998 18.843 16.043  C74 1.365, C77 1.380
77 C 17.267 18.635 16.545  O76 1.380, H83 1.092, H84 1.083, H85 1.096
78 H 13.532 16.466 13.611  C71 1.072
79 H 12.705 15.246 14.641  C71 1.097
80 H 14.321 15.598 14.895  C71 1.096
81 H 12.884 16.744 16.564  C72 1.088
82 H 12.099 17.664 15.220  C72 1.080
83 H 17.295 18.738 17.632  C77 1.092
84 H 17.978 19.288 16.054  C77 1.083
85 H 17.630 17.644 16.253  C77 1.096

E_HOMO	-10.70	eV
Kohn-Sham gap	11.02	eV
electronic energy	-6143.7708	Eh
net charge	0
energy above the lowest of the compared OMol25 structures with the same formula, charge and spin	0.00	kJ/mol

In the Löwdin picture, each atom carries the following charge in e: 0.604, -0.691, -0.686, 0.603, 0.080, 0.073, 0.080, 0.018, 0.672, -0.625, -0.665, 0.557, 0.076, 0.046, 0.068, 0.063, 0.611, -0.620, -0.647, 0.563, 0.066, 0.077, 0.021, 0.055, 0.535, -0.639, -0.679, 0.562, 0.066, 0.067, 0.063, 0.055, 0.580, -0.745, -0.705, 0.576, 0.054, 0.046, 0.050, 0.067, -0.086, -0.230, 0.018, -0.604, 0.142, -0.045, -0.043, 0.075, 0.080, 0.041, 0.082, 0.133, 0.091, 0.075, 0.065, -0.071, -0.262, 0.046, -0.576, 0.176, -0.029, -0.012, 0.077, 0.083, 0.049, 0.126, 0.100, 0.091, 0.105, 0.078, -0.059, -0.192, 0.028, -0.607, 0.150, -0.035, -0.085, 0.026, 0.075, 0.080, 0.122, 0.082, 0.102, 0.092, 0.090